DFT (wB97M-V/def2-TZVPD) results for one molecule with the formula C3H5N3 at a distorted geometry.

Its relative energy (zero: lowest compared OMol25 entry of this formula, charge and spin) is 71.76 kcal per mole. As for the net charge: 0. Its total energy is -281.4757 Eh. The SMILES is [H]/N=N/[C@@H](C)C#N. The calculation puts the orbital gap at 0.3709 Eh.

```
11
Properties=species:S:1:pos:R:3:lowdin_charge:R:1
H 0.7945 2.5998 -1.5419 0.115
N 0.1487 2.0123 -0.8437 0.039
N 0.3976 0.8100 -0.9269 -0.079
C -0.4584 -0.0032 0.0359 -0.288
C 0.0250 -1.5086 -0.1003 -0.094
C 0.0044 0.6458 1.5143 -0.163
N 0.3237 1.0372 2.5466 0.104
H -1.5125 0.0074 -0.2520 0.119
H 1.0588 -1.8059 0.2802 0.096
H -0.6364 -2.1368 0.5057 0.062
H -0.1455 -1.6581 -1.2177 0.089
```